No. 1
14
Properties=species:S:1:pos:R:3:mulliken_charge:R:1 method="wB97M-V/def2-TZVPD" homo_lumo_gap_ev=11.481 relative_energy_ev=1.275 charge=+1 lumo_energy_ev=-3.8
O 1.911 -0.146 -1.618 -0.67
N 0.856 -1.113 0.856 -0.26
N -0.583 0.502 0.056 -0.16
C 0.014 -0.125 1.041 0.18
C -2.041 0.708 0.087 -0.89
H 2.689 -0.710 -1.502 0.32
H -0.203 0.382 -0.886 0.28
H -2.608 -0.221 0.045 0.32
H -2.131 1.216 1.033 0.34
H 1.593 -1.440 1.481 0.29
H 1.066 -1.231 -0.136 0.24
H -2.530 1.396 -0.609 0.33
H 2.267 0.698 -1.924 0.31
H -0.301 0.085 2.076 0.36

***

No. 2
14
Properties=species:S:1:pos:R:3:lowdin_spin:R:1 method="wB97M-V/def2-TZVPD" homo_lumo_gap_ev="10.870 / 6.007" relative_energy_ev=1.969 charge=+2 lumo_energy_ev="-10.2 / -15.0" s_squared=0.786 spin_multiplicity=2
O 0.623 -1.698 -1.226 0.02
N -0.641 0.190 0.393 0.42
N 1.627 0.501 0.352 0.40
C 0.394 0.990 0.378 -0.03
C -2.023 0.601 0.441 0.10
H -0.071 -2.333 -0.994 0.00
H -2.396 0.806 -0.583 0.06
H -2.584 -0.187 0.946 0.01
H 2.495 1.014 0.195 0.01
H 1.762 -0.511 0.147 0.00
H 0.335 2.075 0.298 0.00
H -2.219 1.530 0.988 0.02
H 0.926 -2.135 -2.032 0.00
H -0.536 -0.822 0.310 0.00

***

No. 3
15
Properties=species:S:1:pos:R:3:mulliken_charge:R:1 method="wB97M-V/def2-TZVPD" homo_lumo_gap_ev=9.678 relative_energy_ev=2.131 charge=0 lumo_energy_ev=0.9
P -0.957 0.799 -0.686 0.60
O -1.812 1.491 0.294 -0.59
N 0.646 1.182 -0.540 -0.23
N -0.980 -1.352 -0.556 -0.61
C -0.216 -1.893 0.529 -0.73
C 1.258 1.709 0.689 -1.01
H -1.638 0.899 -1.847 0.07
H 0.872 -2.069 0.211 0.21
H -0.568 -2.919 0.826 0.34
H 1.564 2.689 0.499 0.39
H 1.196 0.701 -1.212 0.26
H 0.547 1.882 1.375 0.40
H 2.016 1.165 1.122 0.35
H -0.236 -1.364 1.471 0.28
H -1.858 -1.545 -0.251 0.28

***

No. 4
15
Properties=species:S:1:pos:R:3:mulliken_charge:R:1 method="wB97M-V/def2-TZVPD" homo_lumo_gap_ev=9.848 relative_energy_ev=2.257 charge=0 lumo_energy_ev=0.8
P -0.684 -0.756 -0.029 0.64
O -0.770 -1.262 1.368 -0.58
N 1.403 -0.451 -0.704 -0.61
N -1.195 0.764 -0.521 -0.34
C -2.096 1.584 0.240 -0.81
C 2.433 -0.934 0.262 -0.62
H -2.911 1.220 0.871 0.33
H 2.984 -1.641 -0.333 0.30
H 3.073 -0.069 0.492 0.23
H 2.105 -1.380 1.323 0.19
H 1.446 -1.168 -1.475 0.26
H -1.175 -1.569 -1.023 0.09
H -0.349 1.288 -0.835 0.34
H -2.792 2.091 -0.411 0.31
H -1.470 2.284 0.775 0.27

***

No. 5
14
Properties=species:S:1:pos:R:3:mulliken_charge:R:1 method="wB97M-V/def2-TZVPD" homo_lumo_gap_ev=8.376 relative_energy_ev=2.762 charge=0 lumo_energy_ev=-0.4
P -2.956 -0.685 0.182 0.14
N -3.315 0.768 -0.176 -0.42
N 1.881 -0.462 0.070 -0.37
C 0.499 -0.841 0.010 -0.88
C 1.944 0.986 0.286 -0.71
H 2.436 -0.767 -0.640 0.23
H 0.477 -1.963 -0.364 0.29
H -3.623 -1.463 -0.941 0.05
H 0.182 -0.661 0.995 0.36
H 2.956 1.421 -0.098 0.29
H -0.117 -0.457 -0.891 0.31
H 1.953 1.190 1.400 0.21
H -3.340 1.536 0.356 0.25
H 1.022 1.399 -0.191 0.25

***

No. 6
14
Properties=species:S:1:pos:R:3:mulliken_charge:R:1 method="wB97M-V/def2-TZVPD" homo_lumo_gap_ev=10.729 relative_energy_ev=0.474 charge=+1 lumo_energy_ev=-3.4
S -1.616 2.161 0.859 -0.43
N 0.298 -0.788 1.615 -0.22
N 0.060 -0.389 -0.631 0.00
C 0.260 -0.512 -2.059 -0.66
C 0.730 -0.863 0.368 0.31
H 0.845 -1.235 2.324 0.25
H -0.731 0.191 -0.399 0.08
H -0.434 -0.150 1.836 0.12
H 1.188 -1.267 -2.210 0.25
H 0.524 0.491 -2.466 0.31
H -0.680 -0.890 -2.560 0.28
H -1.684 2.029 2.163 0.19
H 1.618 -1.478 0.177 0.29
H -0.379 2.699 0.985 0.24

***

No. 7
14
Properties=species:S:1:pos:R:3:mulliken_charge:R:1 method="wB97M-V/def2-TZVPD" homo_lumo_gap_ev=10.166 relative_energy_ev=1.386 charge=+1 lumo_energy_ev=-4.2
S 2.123 -0.082 -0.400 0.05
N -2.303 0.885 0.261 -0.85
N 0.190 1.602 0.485 -0.29
C 1.873 -1.962 -0.650 -0.90
C 0.633 0.381 0.170 0.22
H 2.808 -2.009 -1.097 0.35
H -3.089 1.183 0.932 0.30
H 1.054 -2.197 -1.304 0.34
H -2.198 -0.064 0.576 0.29
H 1.860 -2.124 0.357 0.40
H -0.131 -0.454 0.422 0.14
H -0.880 1.524 0.672 0.44
H 0.733 2.464 0.261 0.25
H -2.672 0.851 -0.684 0.26

***

No. 8
17
Properties=species:S:1:pos:R:3:mulliken_charge:R:1 method="wB97M-V/def2-TZVPD" homo_lumo_gap_ev=8.311 relative_energy_ev=1.068 charge=+1 lumo_energy_ev=-4.5
S 1.987 -1.396 0.195 -0.08
S 1.317 1.470 0.267 -0.24
S -2.140 0.897 -0.425 -0.15
S -1.262 -2.106 -0.159 -0.07
N 0.416 0.072 -1.785 -0.33
N -0.560 -0.328 1.701 -0.40
C -0.620 -0.599 0.392 -0.08
C 0.633 -0.156 -0.400 0.13
H -1.622 -2.466 1.077 0.23
H -0.094 0.630 1.818 0.25
H -3.039 0.155 -1.013 0.25
H 2.746 1.226 0.126 0.25
H -1.574 1.479 -1.500 0.27
H -0.163 -0.460 -2.371 0.19
H 1.279 0.343 -2.166 0.24
H -1.422 -0.292 2.269 0.32
H 1.201 -2.494 0.300 0.20

***

No. 9
15
Properties=species:S:1:pos:R:3:mulliken_charge:R:1 method="wB97M-V/def2-TZVPD" homo_lumo_gap_ev=8.724 relative_energy_ev=4.611 charge=0 lumo_energy_ev=0.7
O -1.811 0.205 -1.015 -0.52
N 1.100 -0.103 1.077 -0.68
N 0.470 -0.036 -0.200 0.18
N -1.553 -0.549 1.150 -0.44
C 0.834 1.106 -1.053 -0.85
C -1.153 -0.331 -0.159 0.03
H 2.093 -0.253 0.936 0.26
H -0.567 -1.855 -0.714 0.08
H 0.615 2.048 -0.545 0.30
H -2.534 -0.792 1.189 0.23
H 1.898 1.049 -1.283 0.34
H 0.965 0.777 1.568 0.26
H 0.249 1.051 -1.967 0.33
H 0.356 -1.128 -0.649 0.18
H -0.964 -1.188 1.665 0.29

***

No. 10
15
Properties=species:S:1:pos:R:3:mulliken_charge:R:1 method="wB97M-V/def2-TZVPD" homo_lumo_gap_ev="7.921 / 7.924" relative_energy_ev=4.523 charge=0 lumo_energy_ev="0.3 / 0.3"
O 1.322 -0.649 -1.312 -0.56
N 1.361 0.311 -0.432 -0.24
N -1.124 -1.075 -0.654 -0.51
N -2.052 1.049 -0.114 -0.51
C 1.945 -0.158 0.849 -0.75
C -1.125 0.036 0.143 -0.23
H 0.239 0.566 -0.135 0.45
H 1.799 0.609 1.612 0.33
H 3.012 -0.304 0.680 0.26
H -1.658 -0.952 -1.508 0.24
H -2.112 1.348 -1.078 0.26
H -0.098 -1.332 -0.975 0.34
H -0.982 -0.156 1.207 0.36
H -2.039 1.817 0.541 0.25
H 1.511 -1.110 1.175 0.31

***

No. 11
15
Properties=species:S:1:pos:R:3:mulliken_charge:R:1 method="wB97M-V/def2-TZVPD" homo_lumo_gap_ev=9.961 relative_energy_ev=2.229 charge=+1 lumo_energy_ev=-3.5
N 0.841 -0.946 -0.783 -0.32
N -0.578 0.169 1.545 -0.25
N -0.845 -1.171 1.497 -0.56
N 0.985 1.057 -1.759 -0.31
C -0.490 0.799 0.171 -0.36
C 0.516 0.328 -0.800 0.43
H -0.402 1.783 0.479 0.43
H 0.847 -1.525 0.035 0.22
H 1.063 2.085 -1.728 0.26
H -1.313 0.636 2.053 0.23
H 1.208 -1.494 -1.623 0.27
H 1.481 0.671 -2.471 0.19
H -0.202 -1.603 2.087 0.24
H -1.786 -1.518 1.832 0.25
H -1.325 0.730 -0.536 0.29

***

No. 12
15
Properties=species:S:1:pos:R:3:mulliken_charge:R:1 method="wB97M-V/def2-TZVPD" homo_lumo_gap_ev=10.910 relative_energy_ev=3.963 charge=+1 lumo_energy_ev=-3.4
N -0.616 -0.765 1.694 -0.63
N 1.614 0.625 -0.733 -0.36
N -0.450 1.578 -0.035 -0.58
N 0.095 -0.827 0.413 -0.04
C 0.088 0.345 -0.327 0.38
C -0.664 -1.077 -0.754 -0.55
H -0.618 -1.643 2.199 0.29
H 2.045 0.874 0.242 0.41
H -0.150 -1.798 -1.456 0.22
H -0.464 1.622 0.981 0.32
H -1.578 -0.787 1.409 0.23
H 1.637 1.373 -1.470 0.37
H -1.391 1.775 -0.483 0.30
H -1.738 -1.169 -0.627 0.31
H 2.191 -0.126 -1.053 0.33

***

No. 13
15
Properties=species:S:1:pos:R:3:lowdin_spin:R:1 method="wB97M-V/def2-TZVPD" homo_lumo_gap_ev="5.824 / 7.079" relative_energy_ev=4.651 charge=+1 lumo_energy_ev="-3.4 / -7.6" s_squared=2.007 spin_multiplicity=3
N 0.937 0.009 0.641 0.79
N 0.326 1.766 -0.783 0.07
N 0.878 -1.446 0.648 0.09
N -0.837 -0.549 -1.000 0.02
C -0.154 0.522 -0.226 0.14
C -0.588 0.508 1.166 0.72
H 1.214 1.673 -1.132 0.01
H -1.228 -0.176 1.655 0.06
H 1.688 -1.850 0.036 0.02
H -0.369 1.443 1.702 0.03
H -0.224 -1.456 0.004 0.01
H -1.772 -0.322 -1.131 0.01
H -0.457 -0.752 -1.895 0.00
H 0.947 -1.617 1.698 0.01
H -0.360 2.246 -1.383 0.00

***

No. 14
13
Properties=species:S:1:pos:R:3:mulliken_charge:R:1 method="wB97M-V/def2-TZVPD" homo_lumo_gap_ev=10.728 relative_energy_ev=0.815 charge=0 lumo_energy_ev=1.0
O 0.386 -0.332 -0.508 -0.39
N -0.055 1.425 2.146 -0.72
C 0.075 -1.677 -0.247 -0.64
C -0.267 0.387 -1.518 -0.72
H -0.187 -2.186 -1.182 0.33
H 0.523 2.251 2.283 0.22
H -0.968 1.704 1.814 0.23
H -0.161 1.437 -1.286 0.27
H 0.950 -2.112 0.220 0.23
H -0.815 -1.780 0.376 0.26
H 0.304 0.909 1.341 0.31
H -1.317 0.099 -1.632 0.35
H 0.208 0.174 -2.480 0.27

***

No. 15
14
Properties=species:S:1:pos:R:3:lowdin_spin:R:1 method="wB97M-V/def2-TZVPD" homo_lumo_gap_ev="6.714 / 7.156" relative_energy_ev=1.184 charge=-1 lumo_energy_ev="4.6 / 4.5" s_squared=0.754 spin_multiplicity=2
O 2.378 0.558 0.142 0.01
O 0.119 0.305 2.590 0.01
N -0.158 -0.058 -0.134 0.11
C -1.643 0.001 -0.264 0.08
C -0.003 -0.814 -1.293 0.65
H -2.039 0.493 -1.176 0.00
H 0.266 -0.429 -2.294 0.05
H 2.695 0.678 -0.767 0.00
H 0.208 0.160 1.596 0.00
H 0.948 0.786 2.609 0.00
H -1.990 0.779 0.454 0.02
H 1.381 0.420 -0.061 0.01
H -2.154 -0.961 -0.097 0.00
H -0.007 -1.919 -1.303 0.05

***

No. 16
14
Properties=species:S:1:pos:R:3:mulliken_charge:R:1 method="wB97M-V/def2-TZVPD" homo_lumo_gap_ev=9.555 relative_energy_ev=0.376 charge=0 lumo_energy_ev=0.8
O -0.035 1.457 1.802 -0.64
O 2.731 -0.644 0.663 -0.66
N -0.515 -1.668 -0.663 -0.39
C -1.279 -0.520 -0.627 0.29
C -0.899 0.665 -1.101 -1.32
H 1.962 -0.408 0.126 0.33
H -2.183 -0.631 -0.036 0.27
H 2.640 -0.240 1.541 0.33
H -0.033 1.461 0.833 0.36
H -1.022 -2.537 -0.574 0.22
H 0.213 -1.682 -1.361 0.21
H -0.085 0.762 -1.805 0.27
H -1.384 1.599 -0.852 0.43
H -0.112 2.387 2.053 0.31

***

No. 17
15
Properties=species:S:1:pos:R:3:mulliken_charge:R:1 method="wB97M-V/def2-TZVPD" homo_lumo_gap_ev=9.606 relative_energy_ev=2.412 charge=0 lumo_energy_ev=0.2
Si 1.423 0.199 -1.704 0.79
O 2.568 0.007 -0.470 -0.50
O 1.328 1.440 -2.538 -0.57
N -1.620 -0.315 1.499 -0.56
C 0.408 -1.353 -1.564 -1.18
C -1.382 1.117 1.591 -0.74
H 0.192 -1.609 -2.570 0.34
H 0.887 -2.198 -1.047 0.36
H -0.889 -0.612 0.963 0.22
H -1.548 1.803 0.739 0.26
H 3.134 0.747 -0.345 0.33
H -0.323 1.173 1.821 0.28
H -2.062 1.606 2.317 0.29
H -0.519 -1.390 -1.163 0.44
H -1.596 -0.616 2.472 0.24

***

No. 18
15
Properties=species:S:1:pos:R:3:mulliken_charge:R:1 method="wB97M-V/def2-TZVPD" homo_lumo_gap_ev=10.029 relative_energy_ev=1.982 charge=0 lumo_energy_ev=0.7
O -1.345 -0.958 -2.049 -0.64
O 1.197 1.405 0.927 -0.45
O -0.551 1.646 -2.013 -0.60
N -0.047 -1.631 2.113 -0.61
C 0.102 -0.706 0.954 -0.19
C 1.270 0.221 1.135 0.00
H 2.269 -0.180 1.414 0.37
H -1.021 -1.777 2.290 0.24
H -1.416 -1.773 -2.565 0.30
H -0.794 -0.159 0.663 0.23
H -0.795 -0.236 -2.407 0.35
H -0.192 2.166 -2.732 0.28
H -1.253 2.221 -1.667 0.31
H 0.302 -1.118 2.914 0.23
H 0.283 -1.347 0.081 0.18

***

No. 19
16
Properties=species:S:1:pos:R:3:mulliken_charge:R:1 method="wB97M-V/def2-TZVPD" homo_lumo_gap_ev=10.939 relative_energy_ev=2.047 charge=0 lumo_energy_ev=0.5
O 0.555 2.720 -1.242 -0.63
O 0.419 -0.512 1.518 -0.57
O -2.003 1.859 1.949 -0.70
O -0.989 -0.018 -0.196 -0.43
N 1.462 -1.658 -1.322 -0.60
C 0.377 -2.145 -0.206 -0.29
C -0.032 -0.758 0.381 0.44
H 0.561 1.905 -1.662 0.31
H -0.260 3.189 -1.491 0.32
H 2.100 -2.510 -1.491 0.25
H 1.888 -0.922 -0.596 0.32
H 0.658 -2.737 0.620 0.27
H -1.805 0.938 2.000 0.33
H -0.571 -2.571 -0.600 0.27
H -1.148 2.441 1.966 0.37
H -1.214 0.781 0.374 0.34